1.
86
Properties=species:S:1:pos:R:3:forces:R:3 method="wB97M-V/def2-TZVPD" lumo_energy_ev=-3.8 de_lowest_kj_mol=377.8 total_charge=+1 homo_ev=-10.76
S 3.636220 -3.404225 1.698423 -0.803 -3.783 6.313
S -2.088276 4.820932 -0.368097 -0.419 0.145 0.019
S -3.472124 -4.711139 2.376194 -0.440 -0.382 0.306
S -1.376330 1.859032 -4.336064 0.008 0.210 -0.408
F 5.176403 -0.158157 2.833280 1.699 -0.882 -0.731
F 5.417710 -4.133740 -0.074753 -0.402 1.409 1.594
F 6.223370 -3.675316 1.927625 -1.650 1.149 -1.107
F 8.049900 -1.638551 1.179624 -2.207 0.380 -0.011
F 7.249998 0.599089 2.903168 -1.180 -1.891 -0.490
F 4.543723 -1.006149 0.217409 1.700 -1.282 0.938
F 6.185856 -1.991644 -0.885020 -0.601 0.365 1.994
F 7.038840 0.187088 0.448899 -0.701 -1.850 0.940
F 6.815355 -1.437303 3.621861 -0.666 0.866 -1.827
O -0.693459 4.843552 0.004954 -0.074 -0.159 -0.012
O -1.486206 1.367499 -2.979391 -0.416 -0.033 -0.641
O 3.559088 -2.640606 2.934606 0.076 1.019 -2.898
O -2.933832 3.680428 -0.111161 0.385 -0.088 0.097
O 3.493942 -4.817172 2.052283 0.353 1.839 -2.462
O -2.475228 -3.794384 1.861779 0.128 -0.225 -0.173
O -3.532836 -6.088050 1.956535 0.365 0.249 -0.248
O -2.338463 2.771995 -4.899111 -0.076 -0.099 0.425
N 1.397545 -2.702574 -1.466643 0.130 -0.327 4.635
N 2.385029 -3.033450 0.574140 -0.905 0.918 -2.637
C 0.262716 2.531339 -4.563077 0.445 0.042 0.035
C 0.233154 0.590912 -6.036051 0.100 0.035 -0.108
C -5.614811 -3.720002 3.606605 -0.108 -0.029 0.140
C -2.873619 6.283995 0.287870 -0.110 0.434 0.096
C 0.383238 -2.399660 2.290991 0.469 0.542 0.918
C -0.759987 -1.273524 2.252298 1.344 0.011 -2.038
C -4.401203 -3.529449 4.520681 -0.029 0.133 -0.017
C 0.456450 -2.439337 -0.441860 0.297 -0.142 3.235
C 2.538584 -3.082441 -0.808160 -0.029 0.343 -1.117
C 0.990018 2.337261 0.064090 -1.202 -2.357 1.040
C -2.224187 5.280599 -2.095155 -0.105 0.095 -0.498
C 6.481361 -0.532331 2.653462 0.758 1.816 2.173
C 1.098477 1.341934 -5.019027 0.045 -0.112 -0.021
C -3.431812 -4.649152 4.160362 0.024 0.190 0.413
C 1.033059 -2.617494 0.891146 -0.847 0.166 -3.240
C 5.349883 -3.222834 0.986868 1.159 -1.162 -1.882
C -0.107302 -0.005517 1.559736 -0.082 1.785 -1.228
C -5.088436 -3.961596 2.188900 -0.446 0.271 -0.046
C -1.170710 0.460658 -5.437111 0.122 -0.405 -0.339
C -2.974558 6.615151 -2.124312 -0.115 0.117 -0.038
C 1.637762 1.820061 1.285853 -1.082 -0.855 -0.447
C -0.244984 1.678686 -0.441559 1.795 -0.834 2.571
C 6.835146 -0.989152 1.175480 0.917 1.639 -0.368
C 5.692515 -1.772613 0.407886 0.631 -0.026 -2.062
C -2.686644 7.332879 -0.802149 0.088 0.061 -0.080
C 1.118291 0.662109 2.053814 -1.751 0.545 -2.571
C -0.767750 0.509257 0.323158 1.775 1.506 0.115
H -0.611536 -2.126996 -0.525806 1.337 -0.331 -0.590
H -3.930302 6.055915 0.437366 0.079 -0.079 0.002
H -4.678594 -3.564095 5.574809 0.045 0.006 -0.063
H -4.049030 6.431321 -2.212136 0.071 -0.005 0.009
H -6.188101 -4.589649 3.939504 0.048 0.050 -0.024
H -0.728777 2.047178 -1.391787 0.584 -0.646 1.740
H 0.650486 -0.388211 -6.276747 -0.054 0.063 -0.027
H -3.939986 -2.556791 4.323973 0.005 -0.051 0.044
H -2.411551 6.560286 1.234428 0.026 -0.190 -0.015
H -1.215353 5.379918 -2.497972 -0.006 -0.045 0.132
H -1.700517 0.039014 -0.105203 1.077 0.416 0.812
H -3.785081 -5.611332 4.534412 0.061 0.005 -0.115
H -5.734557 -4.635550 1.628021 0.214 -0.003 -0.086
H 1.317849 0.690134 -4.167264 0.015 0.089 0.015
H 1.608960 0.248946 2.968765 -0.301 0.718 -0.920
H -2.764324 4.502366 -2.634217 0.146 -0.087 0.114
H -1.539946 -1.669246 1.536560 0.462 0.637 1.237
H -2.674445 7.216345 -2.983851 -0.029 -0.066 0.040
H 3.454655 -3.342873 -1.397320 -0.882 0.202 1.138
H -3.347798 8.187412 -0.652831 0.054 -0.049 0.011
H 2.584519 2.305340 1.651993 -1.168 -0.503 -0.441
H -1.174132 -1.045806 3.267386 0.439 -0.450 -0.936
H 0.204662 3.293154 -5.342220 -0.085 -0.030 0.063
H 1.193052 -2.606754 -2.460508 0.498 -0.222 0.372
H 1.169767 -2.000227 3.001096 -0.603 -0.607 -0.992
H 0.184944 1.163837 -6.965988 0.006 -0.038 0.067
H -1.941737 0.491328 -6.205748 -0.088 0.046 0.205
H 1.411685 3.203257 -0.508714 -0.419 -0.938 0.893
H -1.271271 -0.450642 -4.846771 -0.083 0.125 0.058
H -2.414471 -4.464123 4.502609 0.016 -0.103 -0.139
H -6.282088 -2.857605 3.636595 0.036 -0.072 -0.031
H -4.964989 -3.025542 1.643120 0.102 -0.089 -0.002
H 2.047044 1.661794 -5.452033 -0.051 -0.013 0.054
H -1.655417 7.698050 -0.797311 -0.060 -0.004 0.052
H 0.615230 2.973027 -3.631441 -0.169 0.020 0.012
H 0.020273 -3.360077 2.763953 0.309 0.883 -0.944

=====

2.
78
Properties=species:S:1:pos:R:3:forces:R:3 method="wB97M-V/def2-TZVPD" lumo_energy_ev="-0.8 / -1.5" de_lowest_kj_mol=10.4 multiplicity=2 homo_ev="-7.70 / -7.74" s2=0.7577
Ru -1.323934 -0.569021 1.352283 0.074 0.049 -0.182
S 1.355465 1.882767 -1.490932 0.023 0.044 -0.046
S -0.699506 -2.550826 2.392221 -0.022 -0.027 0.006
S 0.033446 -3.222600 -0.616305 -0.005 -0.051 0.017
S -0.488093 -1.218470 -0.640260 -0.013 -0.012 0.038
S -1.870421 2.439519 -0.507679 0.022 -0.036 -0.071
S -1.125334 -3.922204 0.931525 0.006 0.007 -0.010
O -1.927386 1.427317 0.609423 -0.100 -0.011 0.190
O -3.068222 3.381329 6.701719 -0.014 0.024 -0.020
O -5.108270 2.525826 6.179471 0.000 0.030 -0.016
N 2.127245 -0.369087 -2.732844 0.003 -0.004 0.020
N 3.486670 0.405305 -1.064957 -0.020 -0.012 -0.001
N -3.322275 -1.182020 1.259607 0.010 -0.004 0.003
N -2.088560 0.254159 3.031025 -0.011 0.034 0.047
N 0.365729 0.317765 2.219227 -0.027 0.007 0.023
C 4.165305 -3.782352 -2.062533 -0.012 -0.009 0.002
C -3.223365 1.768218 5.003112 -0.007 0.028 -0.016
C 1.115121 1.681189 4.027223 -0.001 0.002 -0.001
C 2.420678 1.557268 3.583850 0.005 0.000 -0.002
C 3.781338 -1.958297 -0.338479 -0.002 0.006 0.011
C 2.680041 0.794168 2.458904 0.001 0.002 -0.001
C 1.044542 -0.356154 -3.702909 0.002 -0.009 0.007
C -2.402900 1.565392 -1.973020 0.046 -0.013 -0.004
C 2.357433 0.560942 -1.795055 -0.016 -0.014 -0.007
C 0.104187 1.041135 3.331094 0.010 0.001 0.003
C 1.520408 -0.145240 -5.135813 -0.002 -0.004 0.000
C 1.623345 0.194006 1.799319 -0.001 0.004 0.000
C -5.992517 -1.879542 1.418137 -0.001 -0.005 -0.003
C -3.363355 3.388139 -0.234247 0.011 -0.002 0.013
C -4.090311 -0.713140 2.269838 -0.004 -0.005 -0.007
C -1.312512 1.065524 3.755324 -0.005 0.000 0.003
C -3.405679 0.173028 3.235149 -0.005 -0.008 0.004
C 3.459336 1.548406 -4.926663 -0.002 0.001 0.003
C 4.359467 -0.755840 -1.087372 0.007 0.007 -0.005
C 2.059656 1.249624 -5.458658 0.001 0.001 0.002
C -5.201625 -2.351450 0.384707 -0.004 0.003 -0.001
C -3.878990 2.667137 6.093198 0.023 -0.078 0.047
C -5.429765 -1.049244 2.371891 0.001 0.005 -0.001
C -3.869655 -1.981432 0.341691 0.002 0.004 0.008
C -4.006603 0.920967 4.230393 0.006 -0.005 0.005
C 4.492943 -3.268378 -0.663561 -0.005 -0.002 -0.004
C -1.856817 1.837884 4.763920 -0.003 -0.004 0.004
H -3.336759 1.046880 -1.756002 -0.004 0.003 -0.001
H -2.519739 2.276884 -2.789990 0.003 0.009 0.005
H -5.598136 -3.004518 -0.379186 0.001 0.000 -0.001
H -1.283620 2.522671 5.375116 0.001 -0.001 0.001
H 4.192745 -4.018901 0.069617 0.001 -0.001 0.000
H 0.506511 -1.303776 -3.621628 -0.001 0.002 -0.002
H 5.574799 -3.143519 -0.551087 -0.001 -0.003 -0.003
H 1.358864 1.999506 -5.080045 -0.002 -0.001 -0.003
H 2.717932 -2.062940 -0.577104 0.015 0.007 -0.007
H 4.638635 -4.745638 -2.251897 0.005 0.003 -0.007
H 3.086357 -3.916404 -2.175793 0.003 0.002 0.004
H -5.069204 0.910354 4.435013 -0.001 0.000 -0.002
H 3.471718 1.667502 -3.844223 0.000 0.003 -0.003
H -3.213778 3.967423 0.674662 -0.008 -0.006 0.003
H 2.777527 -1.134556 -2.810264 0.001 0.000 -0.003
H 4.155994 0.749147 -5.193793 0.001 0.000 0.000
H 3.225108 2.042401 4.120159 0.000 -0.001 0.000
H 0.877596 2.252494 4.912631 -0.001 0.000 0.000
H 2.275262 -0.900424 -5.386086 0.000 0.001 -0.001
H 0.663119 -0.352692 -5.782490 0.000 0.000 0.001
H 3.621313 1.120803 -0.371030 -0.001 0.002 -0.007
H 4.507699 -3.100667 -2.845125 0.003 0.001 -0.002
H 3.831497 -1.757701 0.735483 0.007 -0.006 -0.005
H 3.841690 2.474970 -5.356550 0.000 -0.001 -0.001
H -6.015174 -0.667256 3.195427 0.001 0.000 0.000
H -1.612496 0.854562 -2.208040 -0.010 0.012 -0.016
H 0.364205 0.438516 -3.404115 -0.002 0.012 -0.001
H 1.764141 -0.405210 0.912266 -0.001 0.002 0.000
H 4.592824 -1.007690 -2.126013 0.018 -0.008 0.006
H -7.036131 -2.156094 1.485339 0.001 0.000 0.001
H 3.688925 0.654278 2.095430 -0.002 0.002 0.000
H -3.525322 4.057325 -1.078609 0.012 0.007 -0.002
H -3.205757 -2.327749 -0.436605 -0.002 0.000 -0.003
H 2.071140 1.358740 -6.546073 0.002 0.000 0.001
H 5.310962 -0.458583 -0.644841 -0.005 0.011 0.003
H -4.196740 2.698116 -0.107539 -0.005 0.006 -0.012

=====

3.
78
Properties=species:S:1:pos:R:3:forces:R:3 method="wB97M-V/def2-TZVPD" lumo_energy_ev="-0.8 / -1.5" de_lowest_kj_mol=0.0 multiplicity=2 homo_ev="-7.74 / -7.77" s2=0.7576
Ru 0.257957 -0.091119 -0.117259 0.056 0.009 0.194
S 1.830289 -4.928756 -0.729281 0.019 -0.032 -0.064
S -2.718012 0.382523 -1.636447 0.001 -0.007 0.032
S 3.329744 -1.515349 -0.480641 -0.046 -0.076 0.167
S -2.202868 -1.492134 -2.293963 -0.046 -0.028 -0.018
S -2.006177 0.319681 0.284000 0.034 -0.018 -0.052
S -0.216652 -1.603459 -1.714154 0.035 -0.054 -0.080
O 2.628782 4.959876 3.929600 -0.018 0.008 0.006
O 2.455987 -0.283924 -0.281915 -0.039 0.004 -0.255
O 2.594304 3.258029 5.435042 -0.018 0.003 0.011
N 0.421975 1.714858 -1.159690 -0.013 -0.024 -0.005
N 0.303426 -1.346188 1.576248 0.007 0.045 -0.018
N 0.806303 1.189990 1.346645 0.022 0.015 0.038
N -0.582995 -5.681806 -0.033509 -0.010 -0.069 -0.016
N -0.387709 -5.113627 -2.240029 -0.022 0.013 0.027
C 0.034905 -3.369360 2.795403 -0.007 -0.005 -0.009
C 0.263999 -4.763777 -3.492274 -0.006 0.023 0.021
C 0.282843 3.149194 -3.053329 -0.001 -0.008 0.000
C 0.204657 -5.250687 -1.046685 -0.009 0.042 0.042
C 1.061348 2.461171 1.026292 0.001 -0.007 -0.015
C 0.446088 -2.742943 3.957322 0.010 0.016 0.014
C 0.914252 4.038190 -0.929932 -0.004 -0.016 -0.002
C -2.873154 -4.729553 -0.101627 -0.036 0.014 0.042
C -4.279278 -4.960060 -0.648438 0.014 0.011 -0.003
C 0.084067 -5.836905 -4.560241 0.013 0.002 -0.003
C 4.962712 -0.794232 -0.471851 -0.020 0.042 0.061
C 3.251426 -1.932958 -2.215230 -0.011 0.102 -0.004
C -0.024363 -2.637951 1.623171 0.015 0.012 -0.007
C -2.001574 -5.986690 -0.123944 0.024 0.042 -0.002
C 0.653615 4.231913 -2.275414 0.002 0.015 0.000
C 1.564215 3.333219 1.973740 0.003 -0.003 0.020
C 0.703905 -0.723198 2.710073 -0.002 0.010 0.010
C 0.913746 -7.106463 -4.369545 0.004 0.002 -0.008
C -4.295956 -5.149895 -2.162817 -0.012 0.001 -0.006
C 1.806065 2.865732 3.258639 -0.012 0.012 0.012
C 0.785512 -1.401014 3.913984 -0.006 -0.014 -0.009
C 2.410700 3.810258 4.339880 0.046 -0.024 -0.033
C 0.175845 1.905980 -2.456871 0.011 0.003 0.006
C 0.519483 -7.977750 -3.179480 0.005 0.006 0.000
C 1.530848 1.538840 3.563360 0.008 0.019 0.005
C 0.793441 2.766736 -0.395134 -0.003 0.008 -0.008
C 1.029309 0.714189 2.574761 -0.009 -0.039 -0.020
H 0.830736 -7.698086 -5.284846 -0.004 -0.005 0.006
H 0.500772 -3.287943 4.890105 0.002 0.001 0.000
H 5.127964 -0.411767 0.533269 0.029 0.016 -0.013
H -2.920585 -4.355639 0.924765 0.004 -0.006 -0.008
H -2.389611 -3.939281 -0.682874 -0.001 0.011 -0.029
H 1.318237 -4.607707 -3.270455 0.018 -0.006 0.006
H -3.740220 -6.038051 -2.476356 -0.010 -0.002 0.006
H -4.735744 -5.824330 -0.155287 0.001 -0.002 -0.002
H 1.968360 -6.828881 -4.279717 -0.002 0.000 -0.007
H 1.802925 4.369826 1.775407 -0.002 -0.001 -0.008
H -2.252134 -6.632801 0.717319 0.016 -0.007 0.006
H 1.742152 1.213758 4.573601 -0.003 -0.003 0.000
H 0.805200 -7.523517 -2.231130 -0.004 -0.006 0.001
H 0.351711 -5.384067 -5.518727 -0.003 0.005 0.005
H 4.046252 -2.643985 -2.439384 0.014 0.003 0.043
H 3.354421 -1.015062 -2.794322 -0.007 -0.022 -0.025
H -2.187979 -6.588012 -1.019260 0.004 0.002 -0.011
H 2.291165 -2.412255 -2.382479 -0.037 0.000 -0.044
H -5.313614 -5.266148 -2.535794 0.008 -0.007 -0.008
H -0.080060 -5.866011 0.816852 -0.003 0.010 0.004
H -3.858809 -4.280917 -2.661134 0.001 0.009 0.006
H 1.014081 -8.948068 -3.236866 0.001 0.001 0.004
H -0.148437 -3.814272 -3.842549 0.005 0.011 0.006
H -1.378610 -5.289856 -2.298820 0.002 -0.006 -0.002
H 1.204000 4.861273 -0.293488 0.000 -0.001 0.003
H -4.897787 -4.098179 -0.391904 -0.001 -0.004 -0.004
H -0.979284 -6.095074 -4.637288 0.000 -0.006 -0.001
H -0.238704 -4.414384 2.787444 -0.004 -0.003 -0.001
H -0.558993 -8.158220 -3.165144 -0.002 -0.001 0.000
H -0.116449 1.028966 -3.015344 -0.004 0.002 -0.002
H 0.739028 5.219432 -2.708576 0.001 -0.001 -0.001
H -0.330192 -3.084207 0.688184 -0.004 0.004 0.001
H 4.982408 0.020769 -1.194198 0.026 -0.004 0.006
H 0.069389 3.255242 -4.107054 0.000 -0.002 0.000
H 1.103620 -0.876278 4.802748 0.000 -0.002 0.002
H 5.703668 -1.556315 -0.707225 -0.020 -0.027 -0.010